{
  "formula": "C3H8N2OS",
  "method": "ωB97M-V/def2-TZVPD",
  "charge": 0,
  "relative_energy_ev": 3.642,
  "lumo_energy_ev": 0.81,
  "e_homo_ev": -8.36,
  "smiles": "CCN(S)/C=N\\O",
  "fmax_ev_per_a": 3.21,
  "energy_ha": -701.9436,
  "symbols": ["H", "H", "N", "H", "O", "N", "H", "H", "H", "C", "H", "S", "C", "C", "H"],
  "coordinates": [[-0.23, -2.17, -0.19], [2.99, 0.62, -0.67], [0.31, -0.12, 0.15], [-0.86, 1.73, 0.90], [-2.53, 0.09, 0.07], [-1.88, -1.13, -0.20], [3.69, -0.91, -0.04], [1.62, -1.48, 1.07], [-3.46, 0.00, -0.24], [2.80, -0.38, -0.41], [2.47, -0.88, -1.33], [0.03, 1.44, -0.11], [1.64, -0.48, 0.60], [-0.65, -1.15, -0.08], [1.92, 0.15, 1.47]]
}



{
  "formula": "C62H68ClN3O9S2SiSr",
  "method": "ωB97M-V/def2-TZVPD",
  "charge": -2,
  "relative_energy_ev": 1.148,
  "lumo_energy_ev": 3.42,
  "e_homo_ev": -1.72,
  "fmax_ev_per_a": 3.52,
  "energy_ha": -4821.5591,
  "symbols": ["C", "C", "C", "C", "H", "C", "N", "H", "H", "H", "C", "S", "H", "H", "H", "C", "Cl", "C", "H", "H", "H", "O", "C", "H", "C", "H", "H", "C", "C", "C", "H", "C", "H", "N", "H", "C", "H", "O", "O", "H", "O", "C", "Si", "H", "C", "C", "C", "H", "C", "H", "O", "H", "H", "H", "O", "C", "O", "H", "H", "H", "Sr", "H", "H", "H", "H", "H", "C", "C", "H", "H", "N", "C", "H", "H", "H", "C", "O", "H", "H", "S", "H", "H", "C", "C", "H", "C", "H", "H", "H", "H", "C", "H", "H", "C", "C", "H", "C", "H", "H", "C", "C", "C", "H", "O", "C", "H", "C", "C", "C", "H", "C", "C", "H", "H", "H", "H", "H", "C", "C", "H", "C", "C", "H", "H", "C", "H", "C", "C", "C", "H", "C", "C", "C", "C", "C", "H", "C", "C", "C", "C", "C", "C", "H", "C", "H", "H", "C"],
  "coordinates": [[3.52, -4.20, -4.03], [1.43, -3.02, -4.07], [3.89, 0.65, 3.86], [5.22, 0.33, 4.04], [-3.11, 4.24, 3.66], [0.39, 4.69, -2.50], [-1.04, 1.33, -2.44], [1.72, -4.97, -4.89], [-2.38, 4.27, -3.35], [3.27, -2.90, 6.52], [-0.87, 6.29, -1.26], [-1.10, -4.90, 1.55], [0.53, -3.27, 0.13], [-3.98, -3.30, 0.16], [0.75, 5.69, 0.97], [-0.77, 0.80, 4.15], [-1.23, 1.33, 6.82], [0.49, -2.25, 3.94], [3.30, -4.50, -0.06], [-4.24, -0.30, 3.46], [-4.36, -1.92, 1.15], [0.39, 0.77, 4.54], [3.35, -2.00, -3.09], [-1.96, 2.16, -0.29], [-0.28, 5.87, 2.83], [-2.93, -2.91, -2.85], [4.10, -5.08, -4.27], [-1.45, 2.87, -4.69], [-1.87, 1.22, 5.18], [0.64, 5.63, -3.48], [-2.25, 2.20, 4.90], [2.18, -4.14, -4.37], [0.03, -0.75, -4.77], [2.09, 1.21, 2.37], [-5.40, -2.33, -0.20], [-0.82, 1.65, -4.78], [-0.27, -2.07, 3.19], [0.99, -0.97, -1.61], [-1.23, 0.55, 3.01], [7.16, 0.18, 3.13], [0.35, 2.96, -0.25], [6.12, 0.45, 2.99], [-3.25, -1.13, -0.99], [1.03, -4.62, -0.89], [-0.14, -0.52, -3.72], [-0.10, 5.38, 1.55], [3.04, -3.07, 1.50], [4.00, 1.62, 0.62], [-2.13, -5.61, -2.34], [3.17, 0.58, 4.67], [-4.70, 2.15, 1.55], [-3.26, -1.34, -3.53], [-5.47, 0.03, -1.59], [0.45, 6.57, 3.24], [1.56, 3.45, 0.52], [3.42, 1.08, 2.61], [2.22, 4.44, -0.08], [3.65, 2.11, -5.74], [-2.96, 0.55, 2.65], [2.99, 3.42, -1.72], [-0.41, -0.42, -0.06], [-1.49, 5.86, 4.60], [5.57, -0.01, 5.00], [3.81, -1.16, -2.59], [-0.86, -2.91, 5.45], [-0.45, 1.29, -5.73], [3.40, 2.89, -3.76], [1.21, -0.72, -2.91], [0.92, -3.32, 7.11], [5.14, -3.16, -3.10], [-3.97, 0.43, 2.82], [5.67, 0.94, 1.77], [-1.47, 6.56, -0.40], [-4.57, -2.30, -2.88], [-1.02, 8.24, -2.13], [-0.69, 3.89, -0.37], [0.85, -1.53, 1.29], [-2.19, -7.47, 1.03], [1.23, 5.36, -4.34], [2.16, -1.45, 1.92], [-6.51, -0.14, 2.73], [3.85, -2.05, 4.27], [-1.01, 4.47, 1.01], [-4.37, -2.29, 0.13], [-2.77, 3.63, -0.93], [1.17, -2.96, 6.13], [0.80, 3.70, -2.60], [3.92, 3.82, -3.98], [1.46, 1.16, 3.17], [0.30, 7.64, -4.14], [4.10, -3.13, -3.38], [-2.11, -5.08, -3.28], [-4.52, 1.04, -0.51], [-1.70, -4.97, -1.19], [3.23, 1.94, -4.75], [4.09, -2.78, 1.46], [1.17, -4.15, 0.09], [-2.81, 3.34, 1.42], [-7.05, 1.48, 2.25], [2.00, -1.92, -3.43], [-2.58, -6.92, -2.28], [2.54, 0.77, -4.48], [2.40, 0.04, -5.27], [-1.38, -3.47, 1.47], [-0.62, 7.23, -2.24], [1.82, 1.29, -1.25], [-0.36, 5.00, -1.37], [2.23, 1.48, -2.22], [4.35, 1.25, 1.57], [-4.09, 0.93, -2.19], [2.49, -2.72, 5.80], [-2.17, -6.96, 0.08], [2.91, -3.77, 2.32], [1.81, 1.84, 1.64], [6.38, 1.07, 0.96], [-2.92, -7.42, -3.18], [-1.64, 3.46, -5.58], [2.62, -3.67, 0.17], [-0.67, 0.87, -3.63], [1.20, -4.89, 2.13], [-1.86, 3.32, -3.45], [1.81, -2.01, 3.61], [-6.39, 1.22, 3.87], [-1.39, -3.93, -1.21], [2.82, -2.24, 4.54], [-0.85, -1.21, -3.27], [2.03, 0.54, -3.21], [-6.32, 0.93, 2.83], [-3.53, -2.02, -2.72], [0.38, -3.00, -4.34], [-4.91, 1.24, 2.32], [-2.62, -7.59, -1.07], [-1.57, 2.54, -2.33], [-2.08, 4.05, 1.79], [-1.69, -5.66, 0.01], [2.73, -2.92, -0.61], [2.90, 2.66, -2.49], [0.17, -2.72, 5.20], [-1.86, 3.04, -0.94], [-2.26, 4.56, 3.07], [0.72, -5.11, 1.17], [-4.45, 0.36, -1.35], [-2.69, 0.50, 5.20], [0.12, 6.91, -3.36], [0.87, -6.16, 0.93], [-2.99, -8.61, -1.02], [-1.36, 5.47, 3.60]]
}



{
  "formula": "C13H22ClI2NOPTm",
  "method": "ωB97M-V/def2-TZVPD",
  "charge": 2,
  "relative_energy_ev": 0.000,
  "lumo_energy_ev": [-7.04, -7.04],
  "multiplicity": 3,
  "e_homo_ev": [-14.87, -14.87],
  "fmax_ev_per_a": 5.33,
  "energy_ha": -3120.1727,
  "symbols": ["I", "P", "H", "H", "C", "H", "H", "H", "H", "I", "C", "H", "C", "H", "H", "H", "H", "H", "H", "H", "H", "N", "H", "C", "H", "C", "C", "O", "C", "C", "H", "C", "C", "Cl", "Tm", "C", "H", "H", "C", "H", "C", "H"],
  "coordinates": [[-0.91, 1.87, -4.27], [2.17, -0.37, -0.86], [4.56, 0.27, -0.66], [2.11, 1.03, -2.86], [-2.15, 0.91, 0.85], [-4.95, -1.66, 1.79], [3.65, -2.27, -1.26], [-5.03, 0.32, 2.61], [3.71, 0.31, 0.90], [-0.51, 3.69, -2.41], [-4.07, -3.51, 1.55], [-3.63, -2.13, -0.81], [0.75, 1.42, 1.33], [-3.90, -3.64, 2.63], [-4.68, -0.75, -0.31], [-3.57, 4.01, 0.93], [3.47, 1.62, -0.30], [-1.61, 2.79, 0.03], [1.53, -0.60, -3.18], [-2.05, -1.74, 1.21], [2.82, -2.39, 0.29], [-4.14, -2.03, 1.27], [-5.28, 2.78, 2.23], [2.70, -2.09, -0.76], [-5.39, -2.40, -0.40], [-2.95, -1.32, 1.74], [-3.47, 2.94, 1.13], [1.19, 2.18, 2.10], [-4.27, 0.88, 2.06], [-2.36, 2.25, 0.64], [3.26, -0.29, -3.03], [3.61, 0.54, -0.16], [-4.48, -1.81, -0.17], [-1.17, -2.06, -1.96], [-0.55, -0.06, -0.60], [-4.41, 2.26, 1.83], [-5.02, -3.99, 1.25], [-3.23, -3.96, 0.98], [2.28, -0.02, -2.64], [1.96, -2.74, -1.22], [-3.11, 0.20, 1.56], [-2.83, -1.62, 2.80]]
}